# 1
36
Properties=species:S:1:pos:R:3:forces:R:3 method="wB97M-V/def2-TZVPD" homo_lumo_gap_ev="3.6 / 3.6" lumo_energy_ev="-10.34 / -10.34" total_charge=+2 total_energy_ev=-53007.4705 fmax_ev_per_a=6.7 homo_energy_ev="-13.910 / -13.910"
H 5.308 0.798 3.212 -0.289 0.058 -0.012
C -2.073 -1.901 -4.614 -0.689 -0.569 0.146
H -4.524 0.680 -0.749 -0.001 -0.225 0.249
C -4.218 -0.004 0.057 -0.140 -0.176 -0.545
Bi -1.483 -1.970 -1.279 1.544 0.325 1.941
H -1.230 2.023 1.087 -0.164 -0.088 -0.261
O 2.647 0.798 -0.273 0.474 -0.173 1.216
H -1.840 -1.578 1.943 -0.048 0.198 0.194
H -2.276 -1.393 -5.582 0.358 0.088 0.749
C 2.876 0.966 0.938 1.045 -0.357 -0.511
H -3.001 2.269 1.041 0.076 -0.397 -0.125
C 4.253 0.911 2.955 -0.574 0.169 0.453
Cl 0.830 -1.768 -0.388 -1.374 -1.487 -0.316
H 4.977 -0.813 0.406 0.063 0.292 0.088
C 0.540 0.836 -1.145 -0.526 2.980 -1.017
C 5.185 0.213 0.746 0.253 -0.259 -0.225
H -4.542 -1.022 -0.197 -0.063 0.245 0.159
H -1.420 -2.762 -4.776 0.161 0.038 0.090
H -2.041 2.379 -0.461 -0.019 0.064 0.213
O 0.591 1.897 -1.568 -0.131 -1.539 0.480
N 4.081 0.746 1.520 -1.296 0.249 -0.435
C -2.109 -0.517 1.936 0.437 -0.516 0.019
H -4.689 0.309 1.003 0.191 -0.098 -0.358
C -1.466 -0.991 -3.604 2.233 5.626 -2.985
H -3.018 -0.382 2.530 0.112 0.043 -0.112
C -2.139 1.857 0.496 0.756 0.481 -0.886
O -0.985 0.110 -3.690 -2.207 -5.284 1.461
H -3.008 -2.288 -4.194 0.041 -0.013 -0.128
H 2.078 1.309 1.623 0.300 -0.008 0.033
H 5.384 0.835 -0.129 -0.024 -0.068 0.091
H 6.059 0.205 1.404 -0.117 -0.049 -0.376
I -2.616 -3.966 0.353 0.319 0.602 -0.734
H -1.291 0.060 2.382 -0.141 -0.181 -0.123
H 3.657 0.168 3.505 0.330 0.107 -0.037
H 3.912 1.907 3.266 0.206 -0.194 -0.019
P -2.411 0.080 0.246 -1.097 0.114 1.622

=====

# 2
35
Properties=species:S:1:pos:R:3:forces:R:3 method="wB97M-V/def2-TZVPD" homo_lumo_gap_ev=9.0 lumo_energy_ev=0.47 total_energy_ev=-172698.2062 fmax_ev_per_a=1.9 homo_energy_ev=-8.516
C 1.770 1.132 -0.790 0.118 -0.131 0.037
O 3.002 2.150 0.999 -0.259 -0.237 -0.272
H 3.460 1.886 1.793 0.221 0.048 0.357
C 2.128 -2.300 -0.056 0.329 -0.367 0.330
C -4.556 3.196 -0.358 0.135 -0.015 0.001
O -2.290 0.166 1.271 0.659 -1.481 0.128
H -1.878 -1.106 -0.891 -0.082 0.126 -0.375
H 0.798 -2.248 -1.691 -0.257 -0.151 -0.143
P 0.418 -0.153 -0.491 0.272 0.402 -0.344
H 2.165 -1.179 -1.870 0.171 0.241 -0.177
C 2.979 1.011 0.120 -0.075 0.768 0.130
H 1.337 2.110 -0.608 -0.236 0.217 0.101
Br -6.186 0.894 0.154 0.060 -0.015 -0.002
H 3.894 1.028 -0.465 0.293 -0.257 -0.126
C 1.441 -1.555 -1.165 -0.385 0.136 0.247
H 3.666 -3.457 -1.007 0.069 -0.246 -0.182
Br -3.507 2.449 -1.816 -0.014 0.000 -0.052
H 2.952 0.107 0.725 -0.002 -0.297 0.081
H -0.394 0.523 -1.439 -0.018 -0.081 0.120
H -5.463 3.593 -0.800 -0.038 -0.006 -0.003
H 4.042 -2.922 0.654 0.140 -0.321 0.196
C -1.780 -0.926 1.132 -0.570 1.762 -0.274
H -0.905 -2.387 -0.163 0.163 -0.205 0.138
H -3.959 4.012 0.043 0.021 -0.017 0.032
H -3.949 1.599 0.974 0.017 0.008 -0.013
H 2.064 -3.120 1.640 0.075 -0.093 0.172
N 1.483 -2.601 0.991 -0.190 0.186 -0.149
H 2.067 1.129 -1.835 0.015 -0.066 -0.278
H 0.443 0.174 0.890 0.024 -0.071 -0.027
C 3.574 -2.658 -0.283 -0.291 0.515 0.085
C -1.135 -1.333 -0.135 -0.417 -0.482 0.507
I -1.714 -2.256 2.833 0.012 -0.016 -0.067
C -4.830 2.174 0.712 -0.129 -0.023 0.041
H 4.094 -1.788 -0.670 0.191 0.126 -0.198
H -5.231 2.656 1.601 -0.022 0.045 -0.018

=====

# 3
34
Properties=species:S:1:pos:R:3:forces:R:3 method="wB97M-V/def2-TZVPD" homo_lumo_gap_ev=9.2 smiles="C=C[Si](F)(N(C)C)N(C)C.C=CC(F)F" lumo_energy_ev=0.74 relative_energy_kcal_mol=0.0 total_energy_ev=-28650.6889 fmax_ev_per_a=3.8 homo_energy_ev=-8.442
C 3.566 -0.606 -0.542 -1.452 1.077 -2.168
C 0.425 3.165 -0.419 -1.951 1.384 -0.889
H -2.724 0.817 -0.207 0.254 1.301 -1.389
H 4.674 -0.385 -0.433 -1.485 -0.792 0.431
Si 1.163 0.527 0.042 -1.847 -0.413 0.406
C -3.334 0.288 0.450 -0.014 -1.543 1.933
N 0.120 -0.749 -0.502 0.175 1.743 -3.423
H 3.323 -0.143 -1.582 0.221 0.008 1.612
H -0.153 -1.723 1.157 -0.340 -0.498 1.173
C 1.061 2.170 -1.033 -0.325 -1.867 2.510
H -0.388 3.056 0.362 1.706 -0.018 -0.439
H 1.532 2.376 -1.953 0.892 0.066 -0.777
C -0.273 -1.957 0.123 2.200 -0.330 0.797
C -0.159 -0.774 -1.935 0.834 -0.975 -2.114
H 3.155 -1.585 -0.741 1.459 -1.090 -0.065
N 2.642 -0.170 0.549 0.640 0.630 -2.215
F -5.573 0.033 1.125 -1.029 1.003 1.368
C 3.352 0.073 1.730 -1.463 1.669 3.130
H 3.800 1.115 1.728 0.085 -1.173 0.351
H 0.409 4.170 -0.939 0.021 -1.053 0.753
H -0.950 -1.517 -2.216 0.496 0.520 0.611
H -1.296 -2.150 -0.117 -0.580 -0.642 -0.073
H -0.520 0.178 -2.365 0.335 -0.145 0.407
H 0.750 -1.121 -2.618 -1.443 0.665 1.289
H -5.012 0.305 -0.742 -1.331 1.151 -1.921
H -1.672 0.032 1.627 0.755 0.398 0.366
F 0.316 0.847 1.411 1.033 0.560 -0.038
H 0.465 -2.792 -0.081 -1.096 0.390 -0.076
F -4.843 -1.518 -0.102 0.734 0.113 -0.225
H 4.072 -0.718 1.901 0.365 0.080 0.143
C -2.703 -0.178 1.520 0.651 1.193 -2.262
H -3.079 -0.952 2.053 -1.480 -1.903 2.148
H 2.576 0.031 2.612 1.630 0.201 -1.358
C -4.722 -0.145 0.137 1.350 -1.712 0.003

=====

# 4
32
Properties=species:S:1:pos:R:3:forces:R:3 method="wB97M-V/def2-TZVPD" homo_lumo_gap_ev=9.4 lumo_energy_ev=-4.09 relative_energy_kcal_mol=16.2 total_charge=+1 total_energy_ev=-17933.4164 fmax_ev_per_a=5.6 homo_energy_ev=-13.494
H 3.567 -0.519 0.631 0.248 -0.434 -0.751
H 0.706 2.566 2.018 -0.842 0.159 1.016
H -3.388 1.595 -0.936 1.137 1.270 0.009
H 0.052 -2.425 -1.210 0.814 0.606 2.234
C 1.329 1.917 1.466 -0.753 0.630 -5.522
H 3.156 -2.138 -1.759 0.960 -1.718 0.323
H 0.169 -2.392 0.738 0.498 0.462 -1.117
H -1.153 1.236 -1.487 0.960 0.302 0.592
C -0.791 1.243 0.531 0.620 0.768 -1.189
F -3.304 -1.446 -0.144 -1.101 0.147 0.325
H 1.711 2.588 0.601 -0.263 -1.129 1.420
O -5.243 -0.909 0.646 1.614 -0.269 -0.624
C 0.631 0.656 0.713 -2.026 0.463 1.727
C -2.586 2.354 -0.612 -3.137 -2.138 1.395
H 3.105 -0.483 -2.120 -0.267 0.208 0.014
C -4.274 -0.527 -0.147 0.202 -0.070 0.264
C 2.760 -1.265 0.649 0.926 0.734 1.385
C 1.744 -1.076 -0.449 0.320 -2.743 -0.534
O 1.137 0.206 -0.480 0.202 1.079 -0.259
H 0.666 -0.160 1.495 -0.706 0.842 -0.820
C 0.716 -2.276 -0.241 -0.191 -0.008 -2.282
H 1.417 -3.112 -0.348 -0.435 -0.230 0.364
H 2.096 1.480 1.960 2.445 -0.734 1.835
C 2.498 -1.340 -1.829 -2.538 2.152 0.838
H -5.806 -0.131 0.663 -0.729 0.119 0.091
N -1.343 1.670 -0.572 1.067 -2.336 0.602
H -1.337 1.679 1.356 0.321 -0.378 0.719
H 2.397 -1.015 1.667 -0.348 -0.828 -0.313
H -2.513 3.183 -1.204 0.078 1.996 -1.944
H 3.145 -2.317 0.620 -0.190 1.181 0.208
H -2.973 2.704 0.351 0.672 -0.215 0.155
H 1.713 -1.547 -2.566 0.442 0.111 -0.162

=====

# 5
35
Properties=species:S:1:pos:R:3:forces:R:3 method="wB97M-V/def2-TZVPD" homo_lumo_gap_ev=3.8 lumo_energy_ev=-13.15 relative_energy_kcal_mol=5.0 total_charge=+2 total_energy_ev=-25477.4212 fmax_ev_per_a=4.2 homo_energy_ev=-16.914
H -2.453 -0.986 -0.342 -0.038 -0.059 -0.468
H -1.557 1.867 2.118 0.122 -0.270 0.415
H 2.061 0.148 -1.598 -0.046 0.422 0.332
O 2.727 -0.907 0.773 -0.659 1.060 0.604
H -2.302 1.210 0.732 0.160 -0.509 -0.212
H -0.389 2.503 0.244 0.322 0.340 -0.041
H -0.846 -1.186 -2.351 -0.282 0.032 0.040
O 0.490 2.097 0.413 0.321 -0.596 -0.390
C -1.200 1.328 -1.794 -1.023 -0.270 -0.208
H 0.538 1.042 3.131 -0.497 0.321 -0.323
C -1.755 0.910 1.631 -0.590 2.264 -0.601
C 0.337 0.075 2.646 1.555 2.438 0.856
C -0.477 -1.092 -1.325 -0.997 0.713 -0.801
H -2.419 0.285 2.216 0.340 -0.100 0.203
O 3.907 -1.358 -0.911 -0.465 0.192 0.561
H 0.426 -1.701 -1.386 -0.044 -0.018 0.683
C 1.175 0.594 -2.053 0.343 -0.014 -0.906
H -0.120 -2.066 1.152 0.689 0.596 0.066
H 1.121 0.008 -2.974 -0.518 0.081 -0.024
C -0.393 0.176 1.321 -0.650 -4.186 0.161
Tl 3.455 1.907 0.293 0.437 -0.059 0.026
H -0.211 -0.432 3.433 -0.004 -0.661 -0.486
C -0.893 -1.290 1.050 0.361 -1.262 -0.029
H 1.385 -0.208 2.496 -0.319 -1.117 -0.168
H -1.311 1.178 -2.871 0.726 -0.004 -0.076
H -2.162 0.923 -1.468 -0.095 0.668 0.500
O 2.327 -2.704 -0.377 0.027 0.880 0.501
H -1.030 2.392 -1.641 -0.263 -0.021 0.129
C -1.520 -1.556 -0.289 0.858 0.840 -0.743
H -1.567 -1.661 1.827 -0.025 0.759 0.321
H -1.742 -2.602 -0.488 -0.068 -0.041 0.397
H 1.282 1.631 -2.372 0.349 0.047 0.301
N 0.284 0.746 0.172 -3.016 0.738 0.825
N 2.962 -1.687 -0.178 0.831 -1.557 -1.673
C -0.133 0.416 -1.229 2.157 -1.644 0.231

=====

# 6
32
Properties=species:S:1:pos:R:3:forces:R:3 method="wB97M-V/def2-TZVPD" homo_lumo_gap_ev="5.8 / 4.3" lumo_energy_ev="-3.54 / -8.44" multiplicity=3 total_charge=+1 total_energy_ev=-25489.2924 fmax_ev_per_a=7.0 s2=2.0084 homo_energy_ev="-9.326 / -12.694"
H 2.970 -2.797 -1.154 -0.078 -0.660 -0.460
H 1.347 2.461 -1.705 0.300 2.467 -1.159
C 0.639 2.246 0.876 0.594 -1.339 0.638
N 0.282 -1.738 -1.493 -1.042 -0.809 1.536
H -3.416 -2.749 0.543 -0.590 -1.157 -0.729
C 1.301 1.481 -1.428 -2.486 -3.421 0.881
C -2.906 -1.910 0.920 0.215 0.356 1.244
C -0.979 2.230 -0.978 1.469 -3.780 -1.127
H 1.438 1.688 1.366 0.187 0.044 0.502
H -0.187 2.388 1.637 0.986 0.307 -1.154
H -1.977 1.944 -0.734 -0.563 -0.471 0.465
H -2.337 -1.203 3.027 -0.166 -1.769 -1.126
C 0.221 1.407 -0.317 -2.097 1.188 -0.972
H -0.756 1.948 -2.030 -1.127 1.190 0.281
H 2.180 1.169 -1.024 3.052 -0.422 1.041
H 1.158 3.115 0.437 -0.769 0.151 0.715
H -2.707 -2.958 2.842 -0.626 -3.727 1.638
C 0.462 -1.140 -0.218 -3.882 -0.339 1.665
H 2.053 -3.730 0.140 -1.161 0.503 -0.297
H 1.108 0.772 -2.257 -0.279 0.834 0.095
C 2.697 -2.902 -0.112 0.026 1.505 -0.180
H 0.777 -1.228 -2.125 1.277 1.536 -2.710
C -2.342 -2.165 2.366 2.055 6.085 -2.698
C -1.485 -1.957 1.092 -2.796 -0.452 3.772
H -3.519 -1.037 0.922 0.070 0.940 -0.765
H -0.696 -1.883 -1.815 0.912 0.114 0.814
H 0.422 -2.294 1.518 0.585 -0.579 1.837
N -0.211 -2.108 0.808 2.657 0.294 -3.597
O -0.246 0.045 0.099 2.148 0.973 -1.010
S 2.287 -1.080 0.118 -0.565 -1.922 0.275
H -0.820 3.211 -0.689 0.236 2.071 -0.150
H 3.572 -3.103 0.435 1.458 0.288 0.736

=====

# 7
34
Properties=species:S:1:pos:R:3:forces:R:3 method="wB97M-V/def2-TZVPD" homo_lumo_gap_ev="7.0 / 7.0" lumo_energy_ev="-0.12 / -0.13" relative_energy_kcal_mol=98.7 total_energy_ev=-29037.8774 fmax_ev_per_a=4.4 homo_energy_ev="-7.091 / -7.089"
H 0.963 4.099 1.360 0.727 0.798 1.519
H 0.478 0.539 2.630 -0.165 1.165 -0.418
H -2.430 -2.615 1.639 0.976 -0.298 0.331
H 1.110 -0.862 -0.174 0.887 -1.520 -1.492
H 3.117 1.931 0.019 -0.002 0.748 0.056
H 0.896 -3.035 -0.324 -0.721 0.173 -0.604
C -1.440 -2.987 1.284 -0.305 -3.087 -0.124
H 0.273 -1.911 -1.544 0.595 1.598 -1.603
C -1.086 -2.132 0.085 1.020 1.412 -0.508
H 2.968 0.858 -1.328 -0.256 -0.708 0.035
C 2.700 0.995 -0.292 -0.345 -0.911 2.382
C -1.785 1.569 -4.185 -1.157 1.226 0.980
C 0.862 3.356 0.621 -0.843 -1.202 2.447
C 1.182 1.049 0.102 0.583 1.563 -0.516
H -2.638 -2.559 -1.090 -1.290 -2.891 -1.682
H -2.136 -1.054 -1.403 -0.134 -0.915 1.074
H -0.621 1.961 2.314 -0.620 0.252 1.265
H 3.112 0.327 0.481 0.680 -0.357 -0.644
H 1.139 2.095 3.243 -2.412 -0.425 -0.955
O -1.266 1.105 -5.108 0.287 -0.321 0.035
C 0.404 1.646 2.436 2.573 0.044 0.404
H -1.262 -0.476 1.538 0.770 0.467 -1.067
C 0.000 -2.666 -0.896 -0.981 -2.537 2.362
N 0.537 -0.259 0.323 -2.079 -1.456 2.478
C -0.587 -0.849 0.733 1.194 1.482 0.071
O -2.371 2.096 -3.316 0.828 -0.877 -1.004
H -0.447 -3.499 -1.478 0.472 0.377 0.380
H -0.618 -3.145 2.083 -1.417 0.781 -1.286
S 0.421 1.178 -1.500 -1.445 1.168 -1.413
H 1.607 3.560 -0.083 0.512 0.176 -1.590
H -0.167 3.495 0.397 -0.908 0.033 -1.509
N 1.060 2.019 1.193 0.602 -0.974 -1.461
H -1.629 -4.065 0.895 0.093 1.561 0.653
N -2.349 -1.766 -0.657 2.280 3.453 1.403

=====

# 8
32
Properties=species:S:1:pos:R:3:forces:R:3 method="wB97M-V/def2-TZVPD" homo_lumo_gap_ev=9.1 lumo_energy_ev=-3.37 relative_energy_kcal_mol=109.5 total_charge=+1 total_energy_ev=-15590.4665 fmax_ev_per_a=4.7 homo_energy_ev=-12.442
C -1.675 -0.952 -0.339 1.649 0.070 2.260
C -0.710 0.036 0.275 1.438 4.063 -0.876
C 0.923 0.482 2.335 -1.260 -1.022 1.111
H 0.405 1.323 2.824 -0.430 -0.757 0.137
C 2.010 1.398 -2.727 -1.325 0.698 0.370
H -2.636 -0.968 0.082 -1.586 0.789 0.463
N 2.417 1.974 -1.659 3.112 0.806 -0.505
N 1.776 1.477 -0.629 -2.012 -0.364 2.015
H -1.661 -0.724 -1.320 -0.726 0.385 -3.374
H -1.645 -1.622 2.029 0.098 0.579 0.530
C -1.407 1.427 0.619 0.748 -0.321 -2.602
N 0.905 0.629 -2.472 1.192 1.498 0.383
H -1.389 -0.112 2.849 -0.408 -0.716 -0.217
H -0.136 -0.967 -3.017 -1.167 0.940 -0.325
H 0.673 -0.403 -4.211 1.808 -0.025 -1.842
H 1.441 -0.202 3.041 -0.381 0.784 -0.028
C 0.830 0.746 -1.112 -3.406 -2.239 2.378
H -0.641 -1.490 3.381 0.151 0.532 -1.339
H -1.359 -1.952 -0.199 0.535 -1.073 -0.344
C 0.903 -1.601 1.039 1.595 -3.162 -2.513
H 1.429 -2.125 1.930 -0.698 0.763 -1.862
H -1.830 1.792 -0.389 0.141 -0.430 1.850
H 1.593 -1.292 0.129 -0.810 -0.550 2.411
H -2.160 1.270 1.368 -0.894 -0.093 0.113
H -0.778 2.251 0.999 0.235 -0.732 -0.363
H -0.688 0.542 -3.951 -1.121 1.006 0.167
C 0.121 -0.456 1.421 -0.262 0.939 2.261
C 0.097 0.033 -3.471 -0.255 -3.573 2.024
N -0.977 -0.996 2.512 -0.072 -0.047 0.166
H 2.348 1.772 -3.630 0.352 -0.084 -2.029
H 1.646 1.001 1.837 2.153 0.991 -1.886
H 0.176 -2.288 0.454 1.607 0.345 1.465